# 1
The following is a quantum chemistry calculation of 2 unconnected molecules or ions with the total composition CH2N2O2S in a non-equilibrium geometry, from OMol25.

Values from the calculation:
Molecular weight   106.11 g mol⁻¹
Energy above the lowest of the compared OMol25 structures with the same formula, charge and spin   1.996 eV
Charge   0
Highest occupied orbital energy (spin up / spin down)   -6.3 / -10.0 eV
Spin multiplicity   3

Last column: Mulliken spin population.
Cartesian coordinates (Å):
C1 -1.06 0.11 -0.08  0.3552
N1 -0.82 -1.14 -0.04  0.0662
N2 -0.45 -2.18 0.22  0.5753
O1 1.74 1.00 -1.17  0.2211
O2 1.71 0.02 1.17  0.2324
S1 1.26 1.00 0.18  0.5476
H1 -1.07 0.64 -1.06  0.0068
H2 -1.31 0.55 0.79  -0.0046


# 2
The following is a quantum chemistry calculation of 2 unconnected molecules or ions with the total composition CH2N2O2S2 in a non-equilibrium geometry, from OMol25.

Values from the calculation:
Molecular weight   138.17 g mol⁻¹
Energy above the lowest of the compared OMol25 structures with the same formula, charge and spin   2.414 eV
Charge   0
Highest occupied orbital energy (spin up / spin down)   -9.9 / -9.9 eV

Last column: Mulliken charge in e.
Cartesian coordinates (Å):
C1 -1.47 1.42 -1.39  0.3523
N1 -1.32 2.52 -1.49  -0.3283
N2 0.50 -0.86 1.48  -0.3879
O1 1.78 -1.35 -0.83  -0.4774
O2 1.15 0.92 0.09  -0.4105
S1 -1.70 -0.24 -1.41  -0.2062
S2 0.90 -0.45 -0.09  0.9202
H1 0.27 -1.74 1.80  0.2642
H2 -0.11 -0.23 1.83  0.2737


# 3
The following is a quantum chemistry calculation of a molecular structure, CH2N2O2S2 in a non-equilibrium geometry, from OMol25.

Values from the calculation:
Molecular weight   138.17 g mol⁻¹
Energy above the lowest of the compared OMol25 structures with the same formula, charge and spin   1.935 eV
Charge   0
Highest occupied orbital energy   -10.0 eV

Last column: Mulliken charge in e.
Cartesian coordinates (Å):
C1 1.37 -1.97 0.33  0.4781
N1 0.92 -2.92 -0.10  -0.3531
N2 -0.84 1.65 0.14  -0.4710
O1 -0.11 0.19 -1.56  -0.4760
O2 -1.53 -0.77 0.26  -0.4405
S1 1.85 -0.55 0.86  -0.2600
S2 -0.49 0.10 -0.21  0.9370
H1 -0.54 2.11 -0.71  0.2975
H2 -0.63 2.16 0.99  0.2880


# 4
The following is a quantum chemistry calculation of 3 unconnected molecules or ions with the total composition CH2N2O3 in a non-equilibrium geometry, from OMol25.

Values from the calculation:
Molecular weight   90.04 g mol⁻¹
Energy above the lowest of the compared OMol25 structures with the same formula, charge and spin   6.283 eV
Charge   0
Highest occupied orbital energy (spin up / spin down)   -9.1 / -9.1 eV

Last column: Mulliken charge in e.
Cartesian coordinates (Å):
C1 -1.30 0.31 -0.66  0.0306
N1 -0.51 1.16 -0.50  0.3426
N2 1.41 -0.14 0.69  0.4277
O1 0.58 1.49 -0.13  -0.5705
O2 -0.17 -1.49 0.05  -0.7645
O3 2.42 -0.02 0.19  -0.1426
H1 -2.31 0.12 -0.64  0.3511
H2 -0.13 -1.41 1.00  0.3256


# 5
The following is a quantum chemistry calculation of a single CH2N2O3 molecule in a non-equilibrium geometry, from OMol25.

Values from the calculation:
Molecular weight   90.04 g mol⁻¹
SMILES string   C=[N+]([O-])[N+](=O)[O-]
Energy above the lowest of the compared OMol25 structures with the same formula, charge and spin   5.687 eV
Charge   0
Highest occupied orbital energy (spin up / spin down)   -9.9 / -9.9 eV

Last column: Mulliken charge in e.
Cartesian coordinates (Å):
C1 -1.16 -0.09 -0.02  -0.1925
N1 0.08 -0.46 -0.01  0.2078
N2 1.13 0.48 0.03  1.0164
O1 0.52 -1.82 0.31  -0.5272
O2 0.78 1.60 0.34  -0.5656
O3 2.18 0.06 -0.23  -0.4756
H1 -2.07 -0.68 -0.11  0.3012
H2 -1.46 0.90 -0.32  0.2355


# 6
The following is a quantum chemistry calculation of a gas-phase ion, CH2N2O3S (charge -2) in a non-equilibrium geometry, from OMol25.

Values from the calculation:
Molecular weight   122.11 g mol⁻¹
SMILES string   N=[S@H]([O-])=NC(=O)[O-]
Energy above the lowest of the compared OMol25 structures with the same formula, charge and spin   1.908 eV
Charge   -2
Highest occupied orbital energy   -0.2 eV

Last column: Mulliken charge in e.
Cartesian coordinates (Å):
C1 1.41 0.50 0.33  0.5274
N1 0.64 -0.69 0.53  -0.3360
N2 -1.60 0.58 -0.23  -0.6940
O1 0.87 1.53 -0.15  -0.7589
O2 2.60 0.43 0.72  -0.7758
O3 -1.75 -1.83 0.45  -0.6593
S1 -0.79 -0.65 -0.03  0.2413
H1 -0.75 1.33 -0.06  0.4314
H2 -0.61 -1.19 -1.56  0.0240


# 7
The following is a quantum chemistry calculation of 2 unconnected molecules or ions with the total composition CH2N2O3S in a non-equilibrium geometry, from OMol25.

Values from the calculation:
Molecular weight   122.11 g mol⁻¹
Energy above the lowest of the compared OMol25 structures with the same formula, charge and spin   1.044 eV
Charge   -2
Highest occupied orbital energy   1.4 eV

Last column: Mulliken charge in e.
Cartesian coordinates (Å):
C1 -1.89 -1.67 0.55  0.5416
N1 -1.01 -1.70 -0.58  -0.1221
N2 1.93 3.53 0.37  -0.6622
O1 -1.55 -2.38 1.50  -0.6805
O2 -2.93 -1.01 0.39  -0.6731
O3 0.91 -1.53 -2.13  -0.5405
S1 0.36 -1.06 -0.82  0.4274
H1 1.82 2.83 1.11  -0.1346
H2 2.36 2.99 -0.40  -0.1560


# 8
The following is a quantum chemistry calculation of 2 unconnected molecules or ions with the total composition CH2N2O3S in a non-equilibrium geometry, from OMol25.

Values from the calculation:
Molecular weight   122.11 g mol⁻¹
Energy above the lowest of the compared OMol25 structures with the same formula, charge and spin   2.141 eV
Charge   0
Highest occupied orbital energy   -10.7 eV

Last column: Mulliken charge in e.
Cartesian coordinates (Å):
C1 -1.13 1.51 0.06  0.7428
N1 -2.20 0.97 0.20  -0.4843
N2 0.32 -0.47 -0.02  -0.1478
O1 -0.25 2.28 0.17  -0.4561
O2 0.24 -1.88 0.08  -0.3117
O3 2.76 -0.71 -0.32  -0.5615
S1 1.67 0.24 -0.14  0.6127
H1 1.09 -2.17 0.24  0.3353
H2 -2.52 0.22 -0.28  0.2706


# 9
The following is a quantum chemistry calculation of a single CH2N2O3Si molecule in a non-equilibrium geometry, from OMol25.

Values from the calculation:
Molecular weight   118.12 g mol⁻¹
SMILES string   N#C[Si@@H](O)[N+](=O)[O-]
Energy above the lowest of the compared OMol25 structures with the same formula, charge and spin   0.903 eV
Charge   0
Highest occupied orbital energy   -11.1 eV

Last column: Mulliken charge in e.
Cartesian coordinates (Å):
C1 -0.68 -1.20 1.19  0.0657
N1 -1.03 -1.77 2.08  -0.3030
N2 1.42 0.52 -0.22  0.7467
O1 2.40 0.35 -0.96  -0.5411
O2 1.44 1.17 0.82  -0.4839
O3 -1.27 0.97 -0.65  -0.4276
Si1 -0.31 -0.32 -0.62  0.6497
H1 -1.70 1.33 0.11  0.3764
H2 -0.26 -1.07 -1.76  -0.0829


# 10
The following is a quantum chemistry calculation of 2 unconnected molecules or ions with the total composition CH2N2OS in a non-equilibrium geometry, from OMol25.

Values from the calculation:
Molecular weight   90.11 g mol⁻¹
SMILES string   [O-][NH+]=S.C#N
Energy above the lowest of the compared OMol25 structures with the same formula, charge and spin   1.780 eV
Charge   0
Highest occupied orbital energy   -9.6 eV

Last column: Mulliken charge in e.
Cartesian coordinates (Å):
C1 -1.31 0.60 1.95  0.0662
N1 -1.35 0.88 0.86  -0.3007
N2 1.02 -0.44 -1.40  0.1456
O1 0.82 -0.78 -0.18  -0.3797
S1 0.04 -0.50 -2.61  -0.0767
H1 -1.23 0.47 3.04  0.2458
H2 2.01 -0.22 -1.66  0.2995


# 11
The following is a quantum chemistry calculation of a molecular structure, CH2N2P2 in a non-equilibrium geometry, from OMol25.

Values from the calculation:
Molecular weight   103.99 g mol⁻¹
Energy above the lowest of the compared OMol25 structures with the same formula, charge and spin   5.098 eV
Charge   0
Highest occupied orbital energy (spin up / spin down)   -9.5 / -8.5 eV

Last column: Mulliken charge in e.
Cartesian coordinates (Å):
C1 1.76 2.24 -3.58  0.3464
N1 1.49 2.96 -4.43  -0.2656
N2 0.14 0.79 -1.54  -0.3951
P1 2.32 1.23 -2.30  0.1125
P2 0.00 -0.18 -0.34  0.0807
H1 1.18 -0.61 0.27  0.0354
H2 -0.59 0.52 0.73  0.0856


# 12
The following is a quantum chemistry calculation of a molecular structure, CH2N2P2 in a non-equilibrium geometry, from OMol25.

Values from the calculation:
Molecular weight   103.99 g mol⁻¹
Energy above the lowest of the compared OMol25 structures with the same formula, charge and spin   7.270 eV
Charge   0
Highest occupied orbital energy   -9.5 eV

Last column: Mulliken charge in e.
Cartesian coordinates (Å):
C1 0.95 -0.63 -0.22  -0.4468
N1 3.81 0.00 -0.29  -0.3025
N2 1.64 2.29 0.29  -0.4717
P1 2.64 -0.76 0.11  0.3585
P2 0.62 1.24 -0.01  0.4023
H1 0.24 -1.48 -0.16  0.3734
H2 -0.76 0.83 -0.24  0.0868


# 13
The following is a quantum chemistry calculation of 2 unconnected molecules or ions with the total composition CH2N2S2 in a non-equilibrium geometry, from OMol25.

Values from the calculation:
Molecular weight   106.17 g mol⁻¹
SMILES string   S=[NH+][S-].C#N
Energy above the lowest of the compared OMol25 structures with the same formula, charge and spin   2.273 eV
Charge   0
Highest occupied orbital energy (spin up / spin down)   -8.8 / -8.7 eV

Last column: Mulliken charge in e.
Cartesian coordinates (Å):
C1 2.20 -1.81 1.12  0.1052
N1 1.15 -1.42 1.36  -0.3687
N2 -0.83 1.44 0.10  -0.2293
S1 0.02 0.28 -0.57  -0.0339
S2 -2.09 1.31 1.14  -0.1064
H1 3.19 -2.16 1.15  0.2892
H2 -0.35 2.46 0.17  0.3439


# 14
The following is a quantum chemistry calculation of 2 unconnected molecules or ions with the total composition CH2N2S2 in a non-equilibrium geometry, from OMol25.

Values from the calculation:
Molecular weight   106.17 g mol⁻¹
Energy above the lowest of the compared OMol25 structures with the same formula, charge and spin   0.304 eV
Charge   0
Highest occupied orbital energy (spin up / spin down)   -8.4 / -9.8 eV
Spin multiplicity   3

Last column: Mulliken spin population.
Cartesian coordinates (Å):
C1 -1.15 -1.32 0.82  0.0015
N1 -1.04 -0.16 0.46  -0.0025
N2 1.78 1.64 -0.74  0.7776
S1 -0.93 -2.87 1.02  0.0017
S2 0.91 1.22 -1.96  1.2006
H1 2.13 0.99 -0.18  0.0207
H2 -1.70 0.50 0.58  0.0004


# 15
The following is a quantum chemistry calculation of a molecular structure, CH2N4 in a non-equilibrium geometry, from OMol25.

Values from the calculation:
Molecular weight   70.05 g mol⁻¹
Energy above the lowest of the compared OMol25 structures with the same formula, charge and spin   6.739 eV
Charge   0
Highest occupied orbital energy   -9.7 eV

Last column: Mulliken charge in e.
Cartesian coordinates (Å):
C1 0.98 0.08 0.02  -0.2375
N1 -1.73 -0.40 -0.35  0.0206
N2 -1.34 0.88 -0.25  -0.5561
N3 -0.80 -0.99 0.28  -0.3970
N4 -0.21 0.32 0.32  0.5972
H1 1.51 -0.64 0.47  0.2882
H2 1.59 0.74 -0.50  0.2846


# 16
The following is a quantum chemistry calculation of a single CH2N4O molecule in a non-equilibrium geometry, from OMol25.

Values from the calculation:
Molecular weight   86.05 g mol⁻¹
SMILES string   O=c1[nH]nn[nH]1
Energy above the lowest of the compared OMol25 structures with the same formula, charge and spin   2.140 eV
Charge   0
Highest occupied orbital energy   -10.3 eV

Last column: Mulliken charge in e.
Cartesian coordinates (Å):
O1 -0.21 2.10 -0.13  -0.5364
C1 -0.02 0.92 -0.01  0.4410
N1 1.18 0.15 0.28  -0.2037
N2 0.75 -1.20 0.37  -0.2533
N3 -0.46 -1.32 0.09  -0.2438
N4 -0.97 -0.09 -0.04  0.1638
H1 1.69 -0.54 -0.42  0.3956
H2 -1.97 -0.01 -0.15  0.2368


# 17
The following is a quantum chemistry calculation of a molecular structure, CH2N4O in a non-equilibrium geometry, from OMol25.

Values from the calculation:
Molecular weight   86.05 g mol⁻¹
Energy above the lowest of the compared OMol25 structures with the same formula, charge and spin   3.272 eV
Charge   0
Highest occupied orbital energy   -9.5 eV

Last column: Mulliken charge in e.
Cartesian coordinates (Å):
C1 -1.00 0.51 -0.36  0.5083
H1 1.80 -0.72 0.67  0.2776
H2 -0.43 -0.97 1.53  0.3859
N1 0.04 0.98 -1.10  -0.2205
N2 1.17 0.33 -0.87  -0.3160
N3 0.94 -0.43 0.11  0.2548
N4 -0.32 -0.65 0.28  -0.3013
O1 -2.19 0.95 -0.26  -0.5888


# 18
The following is a quantum chemistry calculation of a single CH2N4O molecule in a non-equilibrium geometry, from OMol25.

Values from the calculation:
Molecular weight   86.05 g mol⁻¹
SMILES string   On1cnnn1
Energy above the lowest of the compared OMol25 structures with the same formula, charge and spin   2.547 eV
Charge   0
Highest occupied orbital energy   -10.8 eV

Last column: Mulliken charge in e.
Cartesian coordinates (Å):
C1 0.49 0.93 0.05  -0.0843
H1 -1.96 -1.03 0.10  0.4287
H2 0.22 1.98 -0.04  0.3792
N1 -0.39 -0.09 0.01  0.6170
N2 1.70 0.39 -0.06  -0.2797
N3 1.46 -0.93 0.01  -0.3269
N4 0.23 -1.23 -0.02  -0.2870
O1 -1.75 -0.02 -0.04  -0.4471


# 19
The following is a quantum chemistry calculation of a single CH2N4O molecule, from OMol25.

Values from the calculation:
Molecular weight   86.05 g mol⁻¹
SMILES string   Nc1nnon1
Energy above the lowest of the compared OMol25 structures with the same formula, charge and spin   1.921 eV
Charge   0
Highest occupied orbital energy   -10.7 eV

Last column: Mulliken charge in e.
Cartesian coordinates (Å):
N1 -1.04 -0.58 -0.84  -0.4749
C1 0.10 -0.07 -0.19  0.4402
N2 1.20 -0.73 0.05  -0.2270
O1 1.78 -0.05 1.06  0.0090
N3 1.00 1.03 1.39  -0.0727
N4 0.01 1.05 0.62  -0.2082
H1 -1.21 -0.33 -1.81  0.2597
H2 -1.83 -0.31 -0.28  0.2739


# 20
The following is a quantum chemistry calculation of a single CH2N4O molecule in a non-equilibrium geometry, from OMol25.

Values from the calculation:
Molecular weight   86.05 g mol⁻¹
Energy above the lowest of the compared OMol25 structures with the same formula, charge and spin   3.190 eV
Charge   0
Highest occupied orbital energy   -10.6 eV

Last column: Mulliken charge in e.
Cartesian coordinates (Å):
N1 1.46 0.05 -0.16  -0.4049
C1 0.11 0.16 -0.31  0.4993
N2 -0.69 0.70 -1.08  -0.3893
O1 -2.32 -0.03 -0.21  -0.2862
N3 -1.78 -0.66 0.69  0.2610
N4 -0.59 -0.74 0.89  -0.2098
H1 1.76 -0.23 0.76  0.2728
H2 2.04 0.75 -0.59  0.2571